P | This record from the Open Molecules 2025 dataset describes a 2-piece molecular cluster, C6H12O2 overall. The level of theory is ωB97M-V with the def2-TZVPD basis set.

Results
E_HOMO: -0.304 hartree
Charge: 0
SMILES string: C/C=C/C=C(/C)O.O

Positions of all 20 atoms, in Å:
C  2.15776  -0.11965  -2.65522
C  1.55256  0.27644  -1.33958
C  1.19422  -0.57983  -0.39904
C  0.55431  -0.17094  0.87698
C  -0.64621  -0.56474  1.25481
C  -1.29596  -0.09698  2.53884
O  -1.37037  -1.40086  0.45775
H  2.57392  -1.12179  -2.61049
H  1.38243  -0.07120  -3.42321
H  2.96718  0.55023  -2.93939
H  1.35882  1.33645  -1.17781
H  1.34427  -1.65679  -0.53059
H  1.11602  0.48017  1.53688
H  -2.37465  -0.14529  2.50306
H  -0.92855  0.89404  2.79810
H  -0.99685  -0.78946  3.33979
H  -2.16629  -1.67329  0.92392
O  -1.98364  1.83892  -0.66148
H  -2.24017  2.11526  0.23727
H  -2.19880  0.89931  -0.73057

***

Q | This record from the Open Molecules 2025 dataset describes a 2-piece molecular cluster, C6H12O2 overall. The level of theory is ωB97M-V with the def2-TZVPD basis set.

Results
E_HOMO: -0.318 hartree
Charge: 0
SMILES string: C/C=C/C=C(/C)O.O

Positions of all 20 atoms, in Å:
C  0.83754  -0.73311  -3.03400
C  0.32969  -0.13956  -1.75492
C  0.55250  -0.55542  -0.50178
C  0.04663  0.13127  0.67917
C  0.63026  0.78280  1.68714
C  -0.01465  1.20363  2.96433
O  1.87655  1.38161  1.62125
H  1.86838  -0.46357  -3.25853
H  0.70284  -1.81394  -2.95249
H  0.25256  -0.45440  -3.91244
H  -0.24001  0.77965  -1.92940
H  1.03291  -1.53949  -0.55135
H  -0.99704  -0.10687  0.82696
H  -1.08755  0.97549  3.00993
H  -0.15540  2.29415  2.96068
H  0.52969  0.84900  3.82988
H  2.05972  1.60229  0.69884
O  -2.94839  -1.09818  -0.17466
H  -2.89531  -1.61371  0.63681
H  -2.38091  -1.48162  -0.84540

***

R | This record from the Open Molecules 2025 dataset describes a 2-piece molecular cluster, C6H12O2 overall. The level of theory is ωB97M-V with the def2-TZVPD basis set.

Results
E_HOMO: -0.312 hartree
Charge: 0
SMILES string: C=C(O)/C=C/CC.O

Positions of all 20 atoms, in Å:
C  -2.75947  0.12335  1.36520
C  -1.46196  0.09478  1.66390
O  -1.18886  0.02515  3.02627
C  -0.32256  -0.19471  0.78279
C  0.93245  0.13542  1.07357
C  2.01593  0.04640  0.04080
C  3.35238  0.65710  0.49432
H  -3.47692  0.32458  2.14464
H  -3.11174  0.13579  0.34127
H  -0.27202  -0.20657  3.19723
H  -0.54465  -0.67606  -0.16503
H  1.08835  0.57213  2.05608
H  2.22641  -0.95778  -0.33860
H  1.61917  0.57858  -0.82297
H  3.18749  1.62751  0.93900
H  3.78593  0.03145  1.27339
H  3.98325  0.79307  -0.38121
O  -0.86564  -0.78714  -6.38654
H  -1.36371  -0.58277  -7.18513
H  -1.38096  -0.40363  -5.67077

***

S | This record from the Open Molecules 2025 dataset describes C6H12O2 in the gas phase. The level of theory is ωB97M-V with the def2-TZVPD basis set.

Results
E_HOMO: -0.311 hartree
Charge: 0
SMILES string: CO/C(C)=C(\C)CO

Positions of all 20 atoms, in Å:
C  -2.89986  0.31289  0.14328
O  -1.59873  0.48994  -0.44515
C  -0.52922  -0.25259  -0.08474
C  -0.86275  -1.78108  -0.00489
C  0.61938  0.33777  0.20158
C  0.78398  1.81869  0.07898
C  1.85361  -0.44854  0.56478
O  2.83224  -0.31302  -0.47229
H  -3.26518  -0.69384  -0.05036
H  -2.83993  0.50552  1.21458
H  -3.50277  1.05703  -0.37867
H  -0.03132  -2.45202  0.14708
H  -1.42287  -2.04092  -0.91856
H  -1.53999  -1.95155  0.80061
H  -0.11467  2.26875  -0.34365
H  1.63175  2.00241  -0.61555
H  1.04511  2.29518  1.03294
H  2.21959  -0.00732  1.47352
H  1.66076  -1.50130  0.77446
H  2.50066  -0.82011  -1.19081

***

Top of the stability list: P, leading by 0.187 eV.

***

P | This record from the Open Molecules 2025 dataset describes C6H12O2 in the gas phase. The level of theory is ωB97M-V with the def2-TZVPD basis set.

Results
E_HOMO: -0.301 hartree
Charge: 0
SMILES string: C/C(O)=C(\C)[C@@H](C)O

Positions of all 20 atoms, in Å:
C  2.14810  0.27918  -1.56350
C  1.37135  0.17605  -0.28205
O  2.11626  0.43270  0.81418
C  0.03509  0.00093  -0.19368
C  -0.87141  -0.07844  -1.38611
C  -0.56037  0.00993  1.18938
C  -2.07470  -0.00989  1.27413
O  0.00329  -0.97309  2.03883
H  2.12061  -0.65780  -2.11455
H  1.74991  1.06319  -2.20231
H  3.18144  0.51178  -1.32145
H  1.49127  0.45614  1.64194
H  -0.29713  -0.03654  -2.31021
H  -1.58983  0.74292  -1.39145
H  -1.44106  -1.00901  -1.38059
H  -0.09530  0.96950  1.71632
H  -2.37521  -0.03364  2.32139
H  -2.47496  -0.89634  0.77845
H  -2.50212  0.86821  0.79924
H  0.06475  -1.81579  1.57206

***

Q | This record from the Open Molecules 2025 dataset describes a 2-piece molecular cluster, C6H12O2 overall. The level of theory is ωB97M-V with the def2-TZVPD basis set.

Results
E_HOMO: -0.352 hartree
Charge: 0
SMILES string: CC(C)=O.CC(C)=O

Positions of all 20 atoms, in Å:
C  -1.54420  0.99717  -1.94906
C  -2.10320  -0.38721  -1.74465
C  -3.59618  -0.56545  -1.45625
O  -1.38914  -1.35776  -1.55840
H  -1.45787  1.65545  -1.06825
H  -2.12061  1.52483  -2.72748
H  -0.53192  0.79459  -2.33744
H  -4.23881  0.31161  -1.64177
H  -3.70489  -0.86413  -0.40004
H  -3.94197  -1.39618  -2.09416
C  1.57990  0.63399  1.04554
C  2.92633  0.35980  1.66673
C  3.13341  -0.99779  2.32954
O  3.74572  1.27944  1.80012
H  0.81872  0.00118  1.53213
H  1.67095  0.32623  -0.00973
H  1.23885  1.68244  1.07806
H  3.82102  -0.89221  3.18550
H  3.53836  -1.76217  1.64518
H  2.15551  -1.34385  2.70444

***

Top of the stability list: Q, leading by 0.250 eV.

***

P | This record from the Open Molecules 2025 dataset describes C6H12O2 as an isolated structure. The level of theory is ωB97M-V with the def2-TZVPD basis set.

Results
E_HOMO: -0.293 hartree
Charge: 0

Positions of all 20 atoms, in Å:
C  -1.86258  -0.30467  1.12693
C  -0.96938  -2.22206  0.28350
O  -2.08875  0.46393  0.03316
H  -3.01532  0.37420  -0.22374
H  -1.91211  -1.55564  0.98014
H  -0.86220  -0.06399  1.49502
H  -0.63885  -1.72359  -0.61987
H  -1.60820  -3.07713  0.06635
H  -0.14785  -2.47893  0.94464
C  1.01731  2.01830  0.48514
C  0.95584  0.55872  -1.65948
C  1.36788  0.72565  -0.21523
C  1.96929  -0.24139  0.42365
O  2.49320  -1.11414  1.00055
H  1.49470  2.86423  -0.01792
H  1.33731  2.02443  1.52728
H  -0.06459  2.17231  0.45503
H  -0.13001  0.65251  -1.74346
H  1.25076  -0.40951  -2.06460
H  1.41357  1.33676  -2.27712

***

Q | This record from the Open Molecules 2025 dataset describes C6H12O2 as an isolated structure. The level of theory is ωB97M-V with the def2-TZVPD basis set.

Results
E_HOMO (alpha / beta): -0.289 / -0.288 hartree
Charge: 0

Positions of all 20 atoms, in Å:
C  0.07616  0.47282  0.46637
C  0.12829  -1.71796  -0.26320
C  -1.14249  0.39171  1.34990
C  1.42200  0.53602  1.14774
C  -0.01563  0.14800  -0.86928
C  -0.27114  0.25836  -2.14336
O  -0.15367  2.32239  -0.23568
O  -1.03565  -2.38006  -0.60751
H  0.68518  2.67968  -0.55382
H  -1.19713  -2.28636  -1.55344
H  1.00280  -1.95510  -0.87488
H  0.34194  -1.96571  0.77255
H  -0.96062  -0.26513  2.20113
H  -2.01397  0.03117  0.80957
H  -1.32797  1.40251  1.70947
H  1.43710  1.44052  1.75364
H  2.23752  0.57763  0.42787
H  1.56604  -0.31848  1.81196
H  -0.52117  1.22878  -2.54432
H  -0.25760  -0.60077  -2.80470

***

Top of the stability list: P, leading by 0.112 eV.

***

P | This record from the Open Molecules 2025 dataset describes CH2O2 in the gas phase. The level of theory is ωB97M-V with the def2-TZVPD basis set.

Results
E_HOMO: -0.418 hartree
Charge: 0
SMILES string: O=CO

Positions of all 5 atoms, in Å:
O  -1.37010  -0.34762  -0.03727
C  -0.36305  0.30856  -0.04406
O  0.97837  -0.19660  -0.05246
H  -0.13445  1.34651  0.05053
H  0.88923  -1.11085  0.08326

***

Q | This record from the Open Molecules 2025 dataset describes CH2O2 in the gas phase. The level of theory is ωB97M-V with the def2-TZVPD basis set.

Results
E_HOMO: -0.399 hartree
Charge: 0
SMILES string: O=CO

Positions of all 5 atoms, in Å:
O  1.32727  0.06053  -0.93600
C  0.32774  -0.16346  -0.20438
O  -0.54878  0.81176  0.12428
H  0.01863  -1.22684  0.17788
H  -1.12486  0.51800  0.83822

***

R | This record from the Open Molecules 2025 dataset describes CH2O2 as an isolated structure. The level of theory is ωB97M-V with the def2-TZVPD basis set.

Results
E_HOMO: -0.413 hartree
Charge: 0

Positions of all 5 atoms, in Å:
O  0.82760  -0.42254  1.02148
C  0.07445  0.15466  0.20241
O  -1.07382  -0.25564  -0.45698
H  0.26512  1.23522  0.01100
H  -0.09335  -0.71170  -0.77791

***

Top of the stability list: P, leading by 0.132 eV.

***

P | This record from the Open Molecules 2025 dataset describes a 2-piece molecular cluster, C4H11NO2 overall. The level of theory is ωB97M-V with the def2-TZVPD basis set.

Results
2S+1: 2
E_HOMO (alpha / beta): -0.506 / -0.505 hartree
Charge: +1

Positions of all 18 atoms, in Å:
C  1.43975  1.45398  -0.28817
C  2.00055  2.72032  -0.90171
O  1.17642  0.50936  -1.28079
H  2.15591  0.81321  0.31781
H  0.59185  1.62464  0.35020
H  3.09751  2.73747  -0.93068
H  0.40707  -0.06208  -1.04028
H  1.65477  3.56651  -0.31063
H  1.75441  2.81791  -1.94957
C  -2.02166  -0.10550  0.40342
C  -1.14263  -1.28748  0.76937
O  -0.47184  -1.32618  1.77380
N  -1.06605  -2.24960  -0.20380
H  -3.07217  -0.36663  0.25540
H  -1.64016  0.46819  -0.44012
H  -0.70165  -3.16819  0.00412
H  -1.76871  -2.25872  -0.92722
H  -1.98291  0.51047  1.30262

***

Q | This record from the Open Molecules 2025 dataset describes a 2-piece molecular cluster, C4H11NO2 overall. The level of theory is ωB97M-V with the def2-TZVPD basis set.

Results
2S+1: 2
E_HOMO (alpha / beta): -0.521 / -0.521 hartree
Charge: +1

Positions of all 18 atoms, in Å:
O  1.18736  0.56769  1.46808
C  0.85010  -0.20215  0.65501
C  0.66402  0.10556  -0.88910
C  -0.61118  -0.60357  -1.38588
C  -1.21942  0.10252  -2.58694
N  1.82557  -0.26637  -1.61666
H  0.38158  -1.14668  0.99327
H  0.55621  1.18155  -1.04897
H  -1.34832  -0.73008  -0.59399
H  -0.33996  -1.65708  -1.59046
H  -2.26328  -0.19680  -2.73106
H  -1.26078  1.16470  -2.37429
H  -0.67427  -0.03700  -3.52137
H  2.60340  0.38152  -1.54782
H  2.19460  -1.22412  -1.49296
H  -1.78743  1.16072  4.26303
H  -1.56979  -0.37240  4.24790
O  -2.13250  0.33499  3.90087

***

Top of the stability list: Q, leading by 0.503 eV.